Entry 1:
Entry from OMol25: the molecule C3H4FNO at a distorted geometry (ωB97M-V/def2-TZVPD).

Computed properties:
Energy relative to the best compared isomer or geometry (same formula, charge and spin): 97.88 kcal per mole
HOMO-LUMO gap: 9.4 eV

Last column: natural (NBO) charge in e.
Element x y z (Å)
F  -2.285  0.515  0.201  -0.304
C  -1.125  -0.048  -0.025  0.353
C  -0.687  -1.300  0.068  -0.022
O  0.696  -1.365  -0.007  -0.376
N  1.309  -0.050  0.311  -0.334
C  0.381  1.057  0.002  -0.304
H  -1.347  -2.193  -0.082  0.233
H  2.104  -0.057  -0.330  0.358
H  0.537  1.639  -0.985  0.188
H  0.416  1.803  0.847  0.209

Entry 2:
Entry from OMol25: a structure of composition C21H16Br4N2O7S2W (ωB97M-V/def2-TZVPD).

Computed properties:
Energy relative to the best compared isomer or geometry (same formula, charge and spin): 1.57 kcal per mole
Total charge: -1
HOMO-LUMO gap (spin up / spin down): 5.5 / 5.7 eV
Spin multiplicity: 2
⟨S²⟩: 0.7587

Last column: Mulliken spin population.
Element x y z (Å)
W  0.514  0.063  -0.202  0.933
O  0.137  1.941  0.559  0.011
N  -0.571  2.835  -0.146  -0.003
C  -1.180  3.815  0.551  0.014
C  -1.890  4.780  -0.106  -0.007
C  -1.970  4.726  -1.503  0.020
C  -1.348  3.706  -2.179  -0.008
C  -0.644  2.713  -1.487  0.020
S  0.151  1.330  -2.178  -0.027
H  -1.061  3.737  1.623  0.003
H  -2.383  5.555  0.462  0.000
H  -2.532  5.476  -2.044  0.003
H  -1.400  3.623  -3.256  0.000
Br  -2.802  -5.169  3.107  0.001
C  -2.452  -3.650  2.034  0.013
C  -3.487  -2.861  1.546  -0.006
Br  -5.286  -3.286  1.953  0.000
C  -3.209  -1.723  0.772  0.023
Br  -4.552  -0.579  0.106  0.001
C  -1.894  -1.371  0.498  -0.018
O  -1.507  -0.320  -0.171  -0.043
C  -0.846  -2.184  0.993  -0.004
O  0.366  -1.753  0.677  0.049
C  -1.123  -3.304  1.745  -0.005
Br  0.351  -4.286  2.399  0.000
C  -4.519  -2.150  7.747  0.000
C  -3.641  -1.323  6.848  0.000
C  -2.974  -0.202  7.334  0.000
C  -2.170  0.562  6.505  0.000
C  -2.035  0.192  5.176  0.000
C  -2.690  -0.917  4.665  0.002
C  -3.491  -1.670  5.508  0.000
S  -1.016  1.127  4.087  -0.001
O  -1.076  2.528  4.412  0.000
O  -1.350  0.734  2.747  0.007
N  0.490  0.591  4.522  0.000
C  1.535  0.961  3.530  -0.002
C  2.189  -0.272  2.893  -0.002
C  3.003  0.170  1.681  0.010
O  4.157  0.531  1.804  0.020
O  2.379  0.132  0.530  -0.002
H  -4.510  -1.773  8.769  0.000
H  -4.187  -3.190  7.763  0.000
H  -5.551  -2.145  7.390  0.000
H  -3.090  0.078  8.374  0.000
H  -1.656  1.440  6.873  0.000
H  -2.579  -1.175  3.620  -0.002
H  -4.005  -2.535  5.113  0.000
H  0.456  -0.414  4.662  0.000
H  2.291  1.562  4.033  -0.001
H  1.069  1.569  2.751  -0.001
H  1.426  -0.980  2.575  0.005
H  2.851  -0.759  3.612  -0.001

Entry 3:
Entry from OMol25: a structure of composition C23H21AuI2N3O3Si at a distorted geometry (ωB97M-V/def2-TZVPD).

Computed properties:
Energy relative to the best compared isomer or geometry (same formula, charge and spin): 0.00 kcal per mole
Total charge: +1
HOMO-LUMO gap (spin up / spin down): 7.8 / 5.3 eV
Spin multiplicity: 3
⟨S²⟩: 2.0536

Last column: Mulliken spin population.
Element x y z (Å)
Au  0.597  9.174  17.738  0.446
C  -2.177  13.381  19.639  0.000
O  -2.467  11.999  19.764  -0.001
C  -1.859  11.217  18.892  -0.009
O  -1.220  11.558  17.903  0.008
N  -1.968  9.882  19.227  0.022
N  -1.579  9.008  18.238  0.019
H  -1.766  13.604  18.646  0.000
H  -1.525  13.601  20.508  0.000
H  -3.147  13.790  19.839  0.000
H  -2.606  9.598  19.949  0.002
H  -2.183  9.249  17.342  -0.007
H  -1.920  8.049  18.369  -0.001
I  -3.493  9.644  12.876  0.059
C  -3.002  7.963  13.980  0.290
C  -2.533  6.823  13.217  -0.123
C  -1.913  5.713  13.812  0.258
I  -1.115  4.286  12.491  0.039
C  -1.913  5.642  15.202  0.003
C  -1.316  4.584  15.850  0.064
C  -1.283  4.529  17.246  -0.023
C  -1.978  5.483  17.939  0.027
N  -2.442  6.575  17.347  -0.001
C  -2.438  6.679  16.021  0.075
C  -2.833  7.983  15.444  0.070
O  -2.972  9.018  16.179  0.258
H  -2.564  6.935  12.149  0.000
H  -0.775  3.856  15.291  0.008
H  -0.737  3.750  17.683  -0.001
H  -2.165  5.372  19.004  0.000
C  4.627  5.840  19.355  0.104
C  4.294  5.676  18.023  -0.020
C  3.806  6.703  17.238  0.067
C  3.653  8.000  17.722  0.048
C  4.159  8.203  19.030  0.088
C  4.597  7.138  19.865  -0.042
Si  2.688  9.314  16.839  0.197
C  2.801  9.017  15.019  -0.025
C  3.993  9.311  14.308  0.009
C  4.042  9.286  12.940  0.005
C  2.893  8.978  12.235  -0.003
C  1.718  8.799  12.907  0.007
C  1.673  8.800  14.326  0.052
H  4.813  4.989  20.024  0.003
H  4.181  4.669  17.600  0.000
H  3.652  6.479  16.160  0.002
H  4.188  9.203  19.431  0.002
H  4.891  7.462  20.893  -0.001
H  3.551  10.520  16.972  0.031
H  4.915  9.557  14.877  -0.001
H  4.989  9.508  12.400  0.000
H  2.880  8.973  11.130  0.000
H  0.778  8.730  12.366  0.000
H  0.755  8.603  14.770  -0.007

Entry 4:
Entry from OMol25: a structure of composition H2NO5Tl at a distorted geometry (ωB97M-V/def2-TZVPD).

Computed properties:
HOMO-LUMO gap: 3.2 eV

Last column: natural (NBO) charge in e.
Element x y z (Å)
Tl  0.274  0.021  -1.636  1.143
N  1.139  0.434  2.276  0.703
O  0.649  1.547  2.464  -0.344
O  1.075  -0.199  1.211  -0.395
O  1.630  -0.140  3.255  -0.330
O  -0.533  -2.006  -3.394  -0.903
H  -0.571  -2.464  -4.243  0.447
O  -1.354  1.332  0.085  -0.760
H  -2.308  1.476  -0.018  0.440

Entry 5:
Entry from OMol25: a cluster of 6 separate species, C21H45N3O12 in total at a distorted geometry (ωB97M-V/def2-TZVPD).

Computed properties:
Energy relative to the best compared isomer or geometry (same formula, charge and spin): 0.00 kcal per mole
HOMO-LUMO gap: 9.7 eV

Last column: Mulliken charge in e.
Element x y z (Å)
C  -8.266  26.874  33.619  -0.596
C  -7.367  26.061  32.712  0.088
O  -6.730  25.022  33.460  -0.391
C  -7.343  23.842  33.422  0.815
O  -8.276  23.559  32.713  -0.575
O  -6.755  23.039  34.295  -0.366
C  -7.346  21.738  34.438  -0.626
H  -9.138  26.314  33.962  -0.287
H  -8.666  27.773  33.147  0.396
H  -7.749  27.164  34.536  0.392
H  -6.558  26.663  32.302  0.186
H  -7.971  25.637  31.912  0.230
H  -7.496  21.299  33.454  0.299
H  -8.275  21.801  34.997  0.292
H  -6.613  21.146  34.978  0.218
C  -11.932  28.587  23.854  -1.099
C  -12.596  29.400  24.965  -0.006
O  -13.166  30.562  24.385  -0.278
C  -12.996  31.719  25.026  0.766
O  -12.376  31.890  26.041  -0.565
O  -13.661  32.659  24.356  -0.343
C  -13.407  33.992  24.817  -0.633
H  -11.075  29.123  23.442  0.340
H  -12.640  28.429  23.034  0.363
H  -11.629  27.591  24.174  0.168
H  -11.827  29.641  25.696  0.260
H  -13.340  28.758  25.434  0.236
H  -13.983  34.655  24.180  0.216
H  -12.350  34.225  24.690  0.305
H  -13.704  34.087  25.857  0.286
C  -16.229  22.199  34.823  -1.223
C  -14.725  22.280  34.664  -0.179
O  -14.350  23.654  34.487  -0.314
C  -13.061  23.861  34.266  0.680
O  -12.194  23.031  34.303  -0.553
O  -12.897  25.164  33.998  -0.367
C  -11.567  25.530  33.701  -0.731
H  -16.554  22.799  35.674  0.322
H  -16.446  21.149  35.036  0.373
H  -16.784  22.489  33.936  0.312
H  -14.445  21.742  33.753  0.303
H  -14.212  21.825  35.508  0.307
H  -11.506  26.555  33.346  0.343
H  -11.157  24.917  32.888  0.349
H  -10.873  25.376  34.526  0.331
C  -10.322  27.056  30.172  -1.245
N  -10.612  27.157  28.764  0.572
C  -9.701  27.959  27.995  -0.932
C  -11.770  26.711  28.238  -0.051
O  -12.140  26.919  27.101  -0.511
H  -9.901  28.035  30.437  0.295
H  -9.501  26.371  30.404  0.343
H  -11.214  26.874  30.761  0.429
H  -9.690  28.999  28.351  0.466
H  -8.695  27.559  28.123  0.190
H  -9.957  28.052  26.945  0.144
H  -12.408  26.167  28.956  0.296
C  -4.545  29.877  30.459  -0.821
N  -5.492  30.011  29.384  0.114
C  -6.563  29.053  29.367  -0.999
C  -5.698  31.192  28.756  0.065
O  -6.701  31.477  28.141  -0.548
H  -3.773  30.642  30.407  0.307
H  -4.078  28.892  30.431  0.261
H  -5.042  29.980  31.434  0.319
H  -6.204  28.046  29.578  0.370
H  -7.301  29.278  30.155  0.332
H  -7.081  29.100  28.417  0.287
H  -4.843  31.885  28.807  0.300
C  -10.446  24.257  25.890  -0.771
N  -9.199  24.342  26.592  0.165
C  -9.167  23.740  27.917  -0.894
C  -8.188  25.129  26.170  0.118
O  -7.182  25.376  26.807  -0.606
H  -11.272  24.592  26.519  0.247
H  -10.612  23.241  25.531  0.305
H  -10.448  24.966  25.061  0.236
H  -9.917  24.256  28.533  0.165
H  -9.448  22.691  27.854  0.325
H  -8.196  23.895  28.370  0.332
H  -8.366  25.536  25.161  0.349

Entry 6:
Entry from OMol25: the molecule C5H11NO at a distorted geometry (ωB97M-V/def2-TZVPD).

Computed properties:
Energy relative to the best compared isomer or geometry (same formula, charge and spin): 27.50 kcal per mole
HOMO-LUMO gap: 10.8 eV

Last column: natural (NBO) charge in e.
Element x y z (Å)
C  -1.163  0.773  -0.950  -0.628
C  -0.530  -0.510  -0.296  -0.206
C  -0.280  -1.689  -1.198  -0.597
C  0.888  -0.231  0.343  -0.512
C  0.964  1.139  0.886  0.687
N  0.619  1.180  2.262  -0.860
O  1.278  2.065  0.175  -0.606
H  -0.362  1.465  -1.086  0.238
H  -1.622  0.414  -1.965  0.206
H  -1.936  1.243  -0.354  0.214
H  -1.239  -0.813  0.564  0.192
H  0.019  -1.457  -2.157  0.209
H  -1.060  -2.422  -1.340  0.214
H  0.641  -2.381  -0.788  0.190
H  1.067  -1.100  0.978  0.221
H  1.724  -0.224  -0.489  0.231
H  0.702  2.136  2.602  0.400
H  0.291  0.413  2.811  0.406